[1]
{"formula": "C15H45N8O10V", "method": "the ωB97M-V functional and the def2-TZVPD basis", "symbols": ["O", "V", "O", "C", "C", "C", "O", "H", "H", "H", "H", "H", "H", "H", "C", "O", "N", "N", "H", "H", "H", "H", "C", "O", "N", "N", "H", "H", "H", "H", "C", "O", "N", "N", "H", "H", "H", "H", "C", "O", "N", "N", "H", "H", "H", "H", "C", "C", "O", "H", "H", "H", "H", "H", "H", "C", "C", "C", "O", "H", "H", "H", "H", "H", "H", "H", "H", "C", "C", "C", "O", "H", "H", "H", "H", "H", "H", "H", "H"], "coordinates": [[4.15452, 22.11795, 8.76711], [5.71597, 22.32896, 8.46283], [6.16481, 21.01608, 7.65090], [6.26007, 24.07115, 4.41312], [5.40424, 23.92732, 5.70612], [4.42558, 22.81217, 5.68771], [6.14740, 23.88611, 6.82082], [6.90437, 24.94955, 4.45028], [5.57468, 24.17751, 3.57227], [6.72659, 23.09260, 4.29954], [4.72277, 24.76282, 5.86624], [3.70733, 22.92868, 6.49928], [4.94811, 21.85764, 5.62500], [3.74318, 22.77959, 4.83838], [-0.11323, 21.04508, 8.26023], [-1.10479, 21.77231, 8.26890], [0.84521, 21.08284, 9.12996], [0.10011, 20.07981, 7.41435], [1.67630, 20.50903, 9.14171], [0.65214, 21.82610, 9.78600], [-0.53951, 19.96845, 6.64067], [0.87436, 19.43782, 7.50649], [8.86896, 23.49410, 8.96072], [8.02303, 22.65463, 9.17962], [8.81252, 24.29776, 7.92777], [9.95189, 23.50090, 9.66327], [7.99434, 24.31391, 7.33580], [9.42871, 25.06500, 7.70027], [10.47980, 24.36072, 9.61718], [9.96736, 22.87208, 10.45348], [5.49624, 24.97666, 10.30578], [5.46303, 23.77860, 10.17808], [5.99356, 25.70952, 9.37706], [5.24754, 25.71703, 11.34214], [6.29145, 26.67425, 9.40254], [6.07860, 25.13453, 8.55108], [5.20212, 25.31236, 12.26642], [5.31255, 26.72326, 11.28393], [6.57680, 20.73576, 11.46645], [5.88482, 20.76008, 10.48397], [7.50887, 21.46984, 11.73494], [6.40449, 20.00693, 12.51903], [7.65013, 22.18398, 11.03483], [8.16509, 21.36218, 12.49513], [7.05476, 20.06964, 13.28930], [5.64801, 19.34706, 12.63042], [8.90509, 20.99175, 5.64302], [9.35033, 22.02448, 4.62204], [9.43282, 21.50156, 3.32039], [7.99160, 20.50775, 5.29750], [8.85196, 21.52171, 6.59403], [9.67756, 20.27766, 5.92847], [10.23798, 22.51734, 5.01861], [8.62534, 22.83613, 4.56116], [8.79986, 21.85682, 2.69209], [3.90911, 18.76407, 8.30682], [3.20331, 17.40380, 8.10465], [3.01734, 16.63846, 9.39780], [1.93657, 17.72259, 7.54003], [3.21997, 19.39880, 8.86387], [4.06397, 19.23740, 7.33724], [4.89850, 18.66606, 8.75358], [3.81512, 16.88784, 7.36467], [2.09151, 16.07414, 9.28598], [2.94241, 17.14873, 10.35806], [3.78627, 15.93109, 9.70838], [2.22907, 17.94338, 6.65274], [10.67667, 17.88388, 9.00097], [9.75511, 19.06594, 9.35278], [8.31461, 18.89202, 8.98099], [9.75373, 19.26085, 10.75260], [10.64199, 17.76539, 7.91798], [10.38331, 16.89029, 9.33981], [11.68354, 18.10807, 9.35320], [10.17673, 19.97853, 8.93146], [8.23033, 18.79411, 7.89867], [7.86373, 19.85144, 9.23461], [7.76079, 18.00786, 9.29666], [9.17948, 19.95521, 11.08380]], "forces_ev_per_a": [[1.65, 0.27, -0.92], [-0.87, -1.67, -1.20], [-0.38, 1.57, 0.97], [-1.60, -0.49, 0.77], [-1.43, 1.40, -1.27], [-0.99, -1.27, -1.24], [2.07, -1.47, 4.36], [0.32, -0.36, 0.06], [0.00, 0.15, -0.13], [0.57, 0.30, -0.14], [-0.02, 1.08, -0.85], [0.51, -0.46, 0.42], [-0.14, -0.24, 0.62], [0.18, 0.45, -0.57], [-2.16, 0.51, -0.61], [0.09, 0.29, -0.02], [1.84, 1.82, 3.74], [-0.45, -2.62, -3.69], [-0.29, 0.50, 0.01], [0.91, -0.29, 0.37], [0.17, -0.07, 0.28], [-0.26, 0.01, -0.01], [-0.78, -0.15, -1.82], [-3.04, -1.75, 0.51], [-0.31, 2.28, -2.13], [3.11, 0.76, 2.20], [-0.87, -0.56, -0.13], [0.36, -0.44, 0.54], [0.45, -0.52, 0.53], [0.36, 0.42, -0.06], [1.32, 0.70, 0.40], [-0.42, -2.70, 0.71], [1.50, 1.30, -4.86], [-1.55, 0.99, 4.77], [-0.33, -0.45, 0.04], [0.42, 0.75, -1.21], [-0.30, 0.06, -0.23], [-0.07, -0.45, 0.06], [-4.88, -3.38, -0.37], [-1.51, 0.33, -2.59], [8.88, 8.19, -0.46], [-2.52, -5.05, 4.09], [0.74, 0.25, -0.03], [-0.45, 0.22, -0.26], [-0.53, -0.21, -0.21], [0.23, 0.09, -0.30], [0.63, 0.50, 0.16], [-1.24, 0.55, 0.35], [1.21, -0.84, -0.61], [-0.02, -0.01, 0.57], [-1.03, 0.14, 0.10], [0.13, -0.44, -0.82], [0.70, -0.21, -0.66], [-0.12, -0.02, 0.52], [-0.07, 0.30, 0.50], [-0.18, -0.67, -0.34], [1.48, 1.72, 1.16], [-0.50, -1.05, 0.55], [-0.02, -0.56, -0.43], [0.51, 0.05, 0.33], [0.02, 0.11, -0.07], [-0.16, 0.19, 0.31], [-0.19, -0.70, 0.12], [0.00, -0.22, 0.13], [-0.38, 1.11, -0.43], [0.36, -0.23, -0.93], [-0.68, 0.21, -0.47], [-0.31, 0.51, -0.18], [-0.36, -1.07, 0.71], [-0.11, 0.54, -1.93], [1.37, -0.56, 1.82], [0.39, 0.31, -0.16], [-0.32, 0.27, 0.63], [0.07, -0.17, -0.19], [-0.09, 0.00, -0.63], [-0.01, 0.37, -0.33], [-0.71, -0.39, -0.02], [0.38, 0.13, 0.93], [-0.28, 0.04, -0.80]], "fmax_ev_per_a": 12.09, "multiplicity": 1, "homo_ev": -8.4, "gap_ev": 8.05}

[2]
{"formula": "C15H46N6O8", "method": "the ωB97M-V functional and the def2-TZVPD basis", "symbols": ["N", "C", "N", "O", "H", "H", "H", "H", "N", "C", "N", "O", "H", "H", "H", "H", "N", "C", "N", "O", "H", "H", "H", "H", "C", "C", "C", "O", "H", "H", "H", "H", "H", "H", "H", "H", "C", "C", "C", "O", "H", "H", "H", "H", "H", "H", "H", "H", "C", "C", "C", "O", "H", "H", "H", "H", "H", "H", "H", "H", "C", "C", "C", "O", "H", "H", "H", "H", "H", "H", "H", "H", "O", "H", "H"], "coordinates": [[-1.63016, -2.63138, -3.55997], [-2.24982, -3.06183, -2.48850], [-3.53982, -3.08449, -2.67100], [-1.78317, -3.10353, -1.34341], [-2.24996, -2.57869, -4.35569], [-0.62384, -2.54808, -3.53789], [-4.09780, -3.28900, -1.85435], [-3.90420, -3.08413, -3.61299], [1.73954, 1.25434, -0.59600], [1.23010, 0.24965, 0.16898], [0.46193, -0.53811, -0.54937], [1.44614, 0.05200, 1.33883], [1.57267, 1.22741, -1.59175], [2.53248, 1.73752, -0.19862], [0.13065, -1.39626, -0.13231], [0.39873, -0.51516, -1.55713], [6.20558, 0.41138, 0.85902], [4.88405, 0.51867, 0.97309], [4.25471, -0.46305, 1.58375], [4.37238, 1.54981, 0.57887], [6.76144, 1.07196, 0.33485], [6.64133, -0.45559, 1.13928], [3.24660, -0.40604, 1.60782], [4.75052, -1.06449, 2.22604], [-5.27175, -0.35676, -0.80176], [-4.15707, 0.48073, -0.20316], [-2.76118, 0.11429, -0.74144], [-4.48059, 1.80621, -0.24474], [-6.24468, -0.01503, -0.44859], [-5.17170, -1.43842, -0.71175], [-5.23127, -0.07521, -1.85400], [-4.10520, 0.18099, 0.84354], [-2.42160, -0.84751, -0.35710], [-2.16341, 0.98460, -0.47062], [-2.84123, 0.11187, -1.82849], [-5.42910, 1.87659, -0.11446], [1.49624, -3.12320, 1.55611], [0.29734, -4.00266, 1.90053], [0.02013, -4.11179, 3.43665], [-0.85920, -3.33535, 1.34392], [2.45954, -3.58437, 1.77394], [1.49044, -2.19534, 2.12808], [1.53943, -2.84703, 0.50257], [0.60892, -4.94474, 1.44940], [0.87149, -4.47956, 4.00936], [-0.88178, -4.70202, 3.59880], [-0.06148, -3.05676, 3.69806], [-0.77214, -3.41941, 0.39157], [-0.30206, 1.05796, -3.55789], [0.95802, 1.32933, -4.43979], [1.43204, 2.78614, -4.43951], [1.95811, 0.45420, -3.99452], [-0.27526, 1.40554, -2.52514], [-0.49763, -0.01402, -3.58466], [-1.28155, 1.30695, -3.96618], [0.82369, 1.11119, -5.49926], [1.84282, 3.00766, -3.45448], [0.69454, 3.51908, -4.76660], [2.23257, 2.82499, -5.17827], [1.66666, -0.46017, -3.97030], [-2.11612, 2.08761, 3.86334], [-0.62161, 2.42040, 3.50970], [-0.22124, 3.75974, 4.17690], [0.27806, 1.35773, 3.72000], [-2.44267, 1.25469, 3.24066], [-2.77807, 2.89122, 3.54063], [-2.27772, 1.92246, 4.92857], [-0.57088, 2.58784, 2.43383], [-0.99726, 4.52503, 4.19199], [0.75435, 4.12130, 3.85197], [-0.07850, 3.49985, 5.22580], [0.38568, 0.92023, 2.87228], [5.35818, 3.86349, 0.63032], [4.68076, 4.53613, 0.70024], [4.91490, 3.05040, 0.87242]], "forces_ev_per_a": [[1.73, 0.08, -1.99], [0.94, 1.71, 3.64], [-3.47, -1.02, -0.23], [0.74, -0.79, -0.57], [1.30, 0.30, -0.47], [-0.39, -0.09, -0.54], [-0.16, -0.06, -0.48], [-0.53, -0.15, 0.60], [0.10, 0.58, 0.70], [0.82, 1.31, -2.21], [-2.10, -2.77, -1.25], [0.40, 0.22, 2.19], [0.48, 0.09, 0.26], [0.21, 0.08, -0.23], [-0.17, 0.25, 0.16], [0.10, 0.31, 0.37], [2.29, -1.27, 0.17], [1.00, 1.34, 0.08], [-0.75, -1.62, 0.71], [-1.91, 0.46, -0.81], [-0.46, 0.02, 0.22], [0.13, 0.28, -0.24], [-0.29, 0.11, 0.38], [-0.27, 0.04, -0.30], [0.17, 0.61, -1.08], [0.33, -3.34, 1.79], [-1.42, 1.48, -0.39], [0.14, 1.93, -0.82], [-0.10, -0.26, 0.29], [0.08, 0.16, 0.22], [-0.31, -0.36, -0.43], [0.05, -0.02, 0.54], [0.08, 0.29, 0.00], [0.62, -0.42, 0.14], [0.32, -0.23, -0.27], [-0.01, 0.20, 0.04], [0.60, 0.46, 0.85], [0.65, 0.99, 0.64], [0.70, 0.63, -1.66], [0.60, -1.09, 0.37], [0.03, -0.38, 0.09], [-0.23, 0.09, -0.08], [-0.21, -0.17, -0.11], [-1.13, -0.60, -0.16], [-0.03, -0.35, -0.20], [0.08, 0.25, 0.21], [-0.62, -0.09, 0.48], [-0.48, 0.01, -0.41], [-0.42, -0.54, -1.20], [-1.88, 0.41, 0.02], [0.82, -0.94, 0.16], [1.55, 0.30, 0.75], [0.27, 0.11, -0.15], [0.52, -0.51, 0.49], [0.17, 1.09, -0.28], [-0.86, -0.26, -0.10], [-0.05, 0.40, -0.03], [-0.27, -0.32, 0.31], [0.25, 0.21, 0.18], [-0.26, 0.13, -0.19], [0.86, 0.12, -0.75], [-1.38, 1.17, -0.88], [0.52, -1.46, 1.02], [-0.09, 0.26, 1.04], [0.08, -0.43, 0.40], [0.18, 0.36, 0.12], [0.11, -0.24, -0.05], [-0.45, 0.28, -0.30], [0.05, -0.10, -0.55], [-0.20, 0.14, -0.31], [0.09, 0.10, 0.34], [0.36, -0.29, -0.11], [0.60, 1.23, -0.01], [-0.02, 0.25, 0.02], [-0.20, -0.67, -0.14]], "fmax_ev_per_a": 4.13, "multiplicity": 1, "homo_ev": -9.2, "gap_ev": 9.13, "smiles": "NC(N)=O.NC(N)=O.NC(N)=O.CC(C)O.CC(C)O.CC(C)O.CC(C)O.O"}

[3]
{"formula": "C15H46O15", "method": "the ωB97M-V functional and the def2-TZVPD basis", "symbols": ["O", "C", "C", "O", "H", "H", "H", "H", "H", "H", "O", "C", "C", "O", "H", "H", "H", "H", "H", "H", "O", "C", "C", "O", "H", "H", "H", "H", "H", "H", "O", "C", "C", "O", "H", "H", "H", "H", "H", "H", "O", "C", "C", "O", "H", "H", "H", "H", "H", "H", "O", "C", "C", "O", "H", "H", "H", "H", "H", "H", "O", "C", "C", "O", "H", "H", "H", "H", "H", "H", "C", "O", "H", "H", "H", "H"], "coordinates": [[11.71792, 10.75152, 7.90586], [12.44300, 10.57688, 6.72938], [11.73182, 9.61711, 5.74994], [11.80634, 8.34612, 6.25764], [11.92586, 10.03312, 8.50774], [12.57416, 11.58715, 6.34178], [13.41360, 10.18890, 7.03842], [12.27704, 9.58408, 4.80668], [10.70706, 9.87685, 5.48438], [12.71612, 8.05294, 6.34672], [4.81083, 13.62293, 12.25842], [5.83772, 13.96853, 11.36390], [7.02882, 14.59044, 12.11570], [7.45276, 13.76863, 13.17598], [5.08940, 13.03934, 12.96792], [6.12386, 13.09291, 10.78122], [5.53112, 14.68353, 10.60044], [6.83344, 15.59081, 12.50196], [7.85246, 14.71387, 11.41248], [8.33956, 14.01843, 13.44574], [7.15234, 12.57963, 5.60688], [8.19758, 13.22090, 6.25260], [9.59366, 12.62414, 5.99384], [9.87996, 12.82701, 4.63471], [6.28622, 12.89412, 5.87620], [8.22533, 14.27068, 5.96054], [7.96274, 13.33047, 7.31136], [9.73713, 11.59368, 6.31892], [10.27418, 13.25062, 6.57046], [10.80678, 12.62889, 4.48192], [7.09584, 16.98234, 9.94270], [8.08717, 17.03533, 8.97695], [9.25477, 15.98251, 9.05954], [10.35610, 16.15250, 8.16304], [7.36734, 17.60237, 10.62348], [7.55588, 16.91746, 8.03252], [8.54886, 18.01908, 9.06178], [8.94504, 14.95583, 8.86438], [9.70192, 15.97500, 10.05358], [10.10467, 16.12670, 7.23692], [12.52854, 17.41545, 12.56212], [12.01946, 16.12130, 12.21878], [12.60088, 15.79672, 10.85774], [13.93824, 15.41941, 10.77494], [13.48530, 17.47141, 12.50652], [12.17362, 15.39946, 13.02084], [10.93800, 16.24793, 12.26894], [12.49602, 16.70252, 10.26056], [12.04870, 15.05612, 10.27918], [14.43248, 16.22440, 10.94622], [11.51354, 8.78896, 9.78492], [11.98340, 8.01468, 10.86078], [12.01654, 6.62057, 10.25592], [10.74224, 6.02105, 9.98320], [10.55814, 8.71672, 9.72505], [12.95318, 8.34996, 11.22850], [11.22068, 8.08584, 11.63620], [12.57454, 6.00636, 10.96268], [12.61136, 6.59999, 9.34276], [10.48250, 6.37792, 9.13068], [6.04124, 8.99123, 8.29880], [6.76454, 9.95046, 9.06282], [8.26420, 9.94369, 8.66112], [8.90320, 8.94745, 9.39790], [6.52892, 8.17824, 8.44980], [6.43426, 10.97317, 8.88096], [6.56278, 9.69956, 10.10418], [8.70231, 10.91557, 8.88829], [8.30278, 9.68444, 7.60310], [8.63008, 8.09871, 9.04204], [10.38930, 12.49007, 10.64778], [10.44126, 12.91886, 9.31870], [9.37242, 12.59204, 11.02682], [10.63776, 11.42993, 10.69742], [11.08466, 13.10363, 11.22060], [10.76750, 12.24949, 8.71280]], "forces_ev_per_a": [[-0.78, 0.44, 0.51], [-0.62, 0.41, -0.44], [1.81, 1.20, -0.59], [-1.02, -2.16, 1.06], [-0.25, -0.48, 0.56], [0.18, -0.05, -0.48], [0.36, -0.18, -0.63], [0.15, 0.64, -0.41], [-0.06, -0.01, 0.53], [0.06, 0.18, -0.10], [-1.16, 0.57, -0.34], [1.09, -0.04, 0.86], [0.42, 0.17, -0.88], [-0.20, -0.83, 0.43], [0.59, 0.04, -0.19], [0.48, -0.30, 0.13], [-0.57, 0.22, 0.42], [-0.58, 0.10, -0.06], [0.05, 0.00, -0.35], [-0.05, 0.04, -0.02], [-0.30, -1.26, -0.95], [0.31, 0.88, 0.85], [-0.85, 1.01, 0.49], [0.06, -0.27, -0.76], [0.21, 0.20, 0.18], [0.35, 0.27, -0.56], [0.46, -0.59, 0.52], [-0.38, -0.12, -0.04], [0.07, -0.01, 0.48], [0.05, -0.02, -0.06], [-0.41, -0.50, 1.24], [1.58, -0.12, -1.16], [-0.34, -0.65, -0.33], [0.11, 1.07, 0.37], [-0.30, -0.16, 0.29], [0.34, 0.15, -0.32], [0.23, 0.13, -0.66], [-0.75, -0.04, 0.38], [-0.04, 0.22, 0.09], [-0.41, -0.10, 0.04], [-0.40, 0.36, 0.69], [0.62, 0.64, 0.26], [-1.72, -0.19, -1.37], [0.92, -0.09, 0.87], [0.03, -0.37, 0.09], [0.73, -0.29, -0.08], [-0.11, 0.08, -0.79], [-0.38, 0.26, 0.02], [-0.22, -0.30, 0.34], [0.48, -0.15, -0.10], [1.05, 1.58, -0.36], [-1.34, -0.84, -1.22], [1.00, -0.98, 1.16], [0.50, 0.69, 0.35], [-0.61, 0.27, -0.05], [-0.02, 0.03, -0.21], [0.28, -0.28, 0.50], [-0.35, -0.63, 0.07], [0.07, 0.39, -0.07], [-0.11, -0.08, -0.17], [0.08, 0.35, -0.21], [0.57, 0.41, -0.52], [-1.92, 0.32, 0.41], [0.89, -1.04, 0.62], [-0.37, -0.39, -0.14], [-0.69, -0.23, -0.29], [0.63, 0.36, 0.31], [0.28, -0.18, -0.10], [0.12, 0.52, -0.22], [0.05, -0.18, 0.10], [0.04, -0.49, -0.24], [-0.55, 0.96, -0.82], [-0.10, 0.18, 0.20], [0.26, -0.06, 0.37], [0.00, -0.21, 0.38], [0.39, -0.48, 0.12]], "e_above_lowest_kcal_mol": 49.77, "fmax_ev_per_a": 2.62, "multiplicity": 1, "homo_ev": -10.0, "gap_ev": 10.20, "smiles": "OCCO.OCCO.OCCO.OCCO.OCCO.OCCO.OCCO.CO"}